Entry 1:
{"formula": "C58H89O29", "method": "ωB97M-V/def2-TZVPD", "symbols": ["O", "O", "O", "H", "O", "H", "O", "H", "H", "O", "C", "H", "H", "H", "O", "C", "H", "C", "C", "C", "C", "O", "H", "O", "H", "C", "C", "H", "C", "H", "H", "C", "H", "H", "H", "H", "C", "C", "H", "C", "C", "C", "H", "H", "C", "C", "H", "C", "H", "H", "H", "C", "H", "C", "C", "H", "O", "H", "H", "C", "H", "H", "O", "C", "H", "H", "C", "H", "C", "O", "H", "H", "H", "C", "C", "C", "H", "C", "C", "H", "H", "C", "H", "C", "H", "C", "O", "O", "H", "H", "H", "H", "H", "C", "C", "O", "H", "H", "H", "H", "H", "H", "C", "H", "H", "C", "H", "O", "C", "H", "C", "H", "H", "H", "H", "O", "C", "H", "H", "H", "C", "H", "H", "O", "H", "H", "C", "H", "H", "H", "C", "H", "C", "O", "H", "C", "C", "C", "O", "H", "H", "O", "C", "H", "O", "C", "H", "O", "H", "O", "H", "H", "O", "C", "O", "H", "O", "H", "C", "C", "H", "O", "H", "H", "C", "H", "H", "C", "C", "C", "O", "C", "C", "H", "H", "H"], "xyz": [[22.592846, 13.073340, 11.140013], [11.162798, 14.668161, 13.951635], [18.537128, 9.469649, 16.997131], [15.308901, 19.238171, 14.273659], [16.548472, 14.584280, 7.649172], [11.538260, 17.005527, 10.518317], [13.882182, 9.558849, 9.323400], [12.669595, 16.219278, 9.408645], [19.163459, 16.470122, 12.016107], [22.345092, 20.160303, 10.277383], [12.955177, 16.347929, 13.827551], [13.202949, 16.735236, 16.697721], [19.556648, 18.209802, 11.901663], [16.598707, 16.233737, 12.279358], [20.425282, 16.369362, 8.654442], [19.861339, 7.969574, 9.258359], [21.937523, 17.680692, 14.959299], [14.470310, 10.596678, 11.401313], [11.605773, 12.675002, 7.265280], [16.610174, 18.494115, 7.542683], [17.091421, 18.963713, 8.940477], [20.197441, 9.264106, 7.245171], [15.641694, 19.812301, 11.349034], [20.899304, 17.129566, 6.607659], [17.801383, 13.118481, 8.393302], [12.165577, 13.864892, 6.446106], [21.141861, 17.939094, 14.236819], [11.859619, 12.676635, 8.329264], [18.526844, 7.734337, 9.917657], [21.486477, 14.428086, 6.276014], [21.984593, 10.523560, 11.351441], [16.060804, 19.767559, 12.338726], [14.069314, 19.677209, 13.058782], [16.787886, 17.436120, 7.393396], [16.928063, 14.673289, 15.932859], [20.091646, 15.114458, 10.232885], [20.712385, 14.028176, 8.368435], [19.577320, 12.572618, 12.654295], [12.449027, 13.667277, 5.427807], [17.802107, 15.304345, 16.022935], [21.048413, 17.047206, 12.993358], [13.001632, 19.442315, 9.706260], [17.457039, 21.411534, 11.758285], [19.153076, 10.490268, 12.121936], [13.542181, 15.926421, 16.076760], [15.759412, 12.394467, 8.063918], [15.102322, 14.588103, 11.663062], [15.041466, 19.860860, 13.398839], [21.193067, 19.000783, 13.951143], [22.475531, 20.641295, 7.267763], [14.822787, 11.111243, 15.238421], [10.105949, 12.672453, 7.023655], [18.198168, 20.868522, 9.393197], [17.979828, 20.323854, 7.212982], [12.562547, 12.022691, 11.261338], [15.472454, 12.000367, 16.538354], [21.054393, 14.344267, 15.667503], [14.266105, 17.770851, 9.578966], [15.528452, 18.684938, 7.293135], [17.740032, 10.124257, 16.407146], [19.661619, 12.914631, 13.669544], [12.077704, 11.721996, 7.015084], [18.899150, 17.641874, 13.740959], [13.616698, 11.537546, 12.252091], [15.945119, 11.393333, 8.548214], [18.059504, 6.899301, 9.366903], [23.236036, 19.756367, 9.229508], [20.596509, 10.880023, 10.346545], [17.024400, 15.272514, 11.926708], [12.474567, 15.041896, 15.768254], [17.676260, 16.299288, 15.591219], [20.619065, 8.538560, 9.862448], [15.888657, 9.149025, 16.031777], [13.404726, 18.022075, 10.181725], [15.014518, 13.428730, 8.901285], [17.741614, 9.021905, 9.646436], [14.587307, 17.473351, 14.921606], [16.201351, 10.038038, 16.484285], [16.019591, 14.088299, 12.148992], [20.188030, 13.059526, 8.324825], [15.562215, 13.413232, 9.910470], [18.205321, 15.298158, 17.459852], [18.899200, 15.088416, 8.866883], [15.412986, 14.750116, 8.332688], [16.595596, 18.827751, 12.432361], [21.079134, 11.164761, 11.261991], [12.110151, 19.275746, 8.743856], [8.791848, 14.752687, 6.707214], [16.389679, 18.745573, 9.737953], [14.922561, 15.810121, 14.389698], [18.587025, 12.781397, 12.236297], [21.700605, 13.799822, 8.708989], [13.322620, 16.124217, 12.787277], [12.290351, 17.169613, 9.704154], [12.088511, 15.283975, 14.461447], [20.158405, 19.970806, 10.797802], [17.992901, 18.297245, 9.060213], [16.668681, 8.874433, 9.668846], [20.479969, 20.698839, 8.009078], [12.213884, 17.558392, 7.672948], [9.806931, 12.091952, 6.123035], [14.262195, 15.354317, 16.664003], [19.525728, 8.955029, 8.187469], [12.306330, 17.233214, 13.720867], [16.634697, 21.064524, 8.574965], [15.740604, 11.253288, 15.811165], [19.745350, 14.629553, 6.618880], [13.427892, 20.511214, 9.990039], [17.495333, 20.396569, 8.730335], [12.795701, 13.030417, 10.843335], [11.732581, 17.927406, 8.548111], [15.356300, 11.214686, 11.048602], [17.983552, 9.787653, 10.332551], [17.947440, 14.994963, 12.461229], [20.426352, 10.670951, 13.357900], [17.368004, 19.268921, 6.623025], [15.185181, 21.304606, 13.849053], [17.665748, 16.040924, 18.054847], [17.388790, 12.981088, 6.669309], [17.098506, 12.695776, 14.663884], [19.979091, 14.756303, 16.060264], [13.603104, 18.043121, 11.242135], [18.556189, 7.554118, 11.025818], [18.832545, 14.585410, 15.346741], [13.955156, 13.219898, 9.105243], [21.705122, 17.344001, 12.151436], [21.023831, 19.996027, 9.981927], [15.845351, 9.900952, 17.508717], [13.039808, 11.104371, 13.070027], [20.351418, 15.140106, 18.169310], [19.684795, 18.004697, 14.707230], [12.976328, 14.409743, 6.893499], [19.674420, 15.507613, 17.382751], [14.506031, 21.828554, 14.681454], [22.627903, 18.838996, 7.436560], [14.160022, 16.484346, 14.793131], [17.034073, 20.900693, 12.621016], [20.738863, 14.741023, 7.027588], [18.225832, 9.496988, 8.365161], [19.950706, 16.538296, 17.239245], [15.730339, 13.885489, 13.156754], [18.069788, 11.051852, 15.462737], [19.599206, 17.320204, 12.557335], [23.641497, 18.791162, 9.429876], [19.184761, 18.484440, 15.752291], [16.925313, 11.621191, 14.863833], [14.267692, 12.302461, 12.655742], [16.407948, 12.956416, 11.531839], [17.269251, 15.380120, 10.857699], [12.544892, 11.100521, 10.215614], [20.281086, 7.047768, 8.932746], [17.833102, 20.579242, 13.346067], [18.689505, 21.026675, 6.590358], [22.383817, 19.778087, 7.934440], [20.530391, 13.373058, 11.915753], [14.854240, 9.672383, 11.814014], [11.046956, 14.714295, 6.390204], [10.629704, 17.893196, 8.608268], [13.637503, 10.302436, 10.197767], [20.723349, 16.207962, 7.338973], [24.034773, 20.447976, 9.025924], [14.938006, 15.882816, 8.483420], [18.046625, 14.317199, 17.906341], [15.289009, 12.097321, 7.104894], [19.922231, 15.112791, 9.155401], [9.556026, 12.154690, 7.807997], [21.193259, 16.013914, 13.229759], [9.845184, 14.140022, 6.695577], [20.966250, 19.845600, 8.479221], [20.008026, 11.118398, 12.431998], [16.289762, 21.870393, 13.313583], [17.018973, 13.200334, 7.673941], [21.526372, 12.647178, 11.398166], [16.733659, 11.204318, 13.886493], [20.399754, 18.934047, 8.253084], [11.534414, 12.144508, 11.679420]], "atomic_forces_ev_per_a": [[1.636, 1.031, -0.660], [1.691, 1.189, 0.992], [0.457, -0.048, 0.193], [-0.318, 0.340, -0.369], [0.762, -0.002, -0.373], [0.437, 0.166, -0.677], [0.148, -1.605, -1.982], [0.114, -0.833, -0.228], [-0.098, 0.377, 0.585], [0.566, 0.020, 1.378], [0.668, 0.637, -0.797], [-0.498, 0.370, 0.347], [-0.012, -0.442, 0.320], [0.397, -0.306, 0.052], [-0.039, 0.158, -0.272], [0.167, 1.440, 1.284], [-0.791, 0.218, -0.179], [0.669, 0.904, -0.278], [1.339, -1.358, -0.113], [-1.456, 0.623, 0.332], [0.709, -1.576, -0.542], [-0.269, 0.129, 0.437], [-0.263, 0.294, -0.341], [0.216, 0.513, -0.411], [0.579, 0.005, 0.627], [-0.945, -0.978, 0.850], [-0.387, 0.192, -0.033], [-0.276, 0.819, -0.009], [-0.661, -0.011, 1.134], [-0.398, 0.345, 0.475], [-0.742, 0.379, 0.286], [1.499, -1.198, -0.858], [-1.537, -0.331, -0.220], [0.131, -0.055, -0.146], [-0.578, 0.281, -0.468], [-0.276, -0.145, -0.184], [-0.967, 0.168, -0.200], [-0.046, -0.152, -0.966], [0.141, -0.632, -0.474], [-1.024, -0.702, -0.167], [-0.243, 1.214, -0.669], [0.514, -1.904, -0.025], [0.168, -0.397, -0.067], [0.313, 0.329, 0.288], [1.395, -0.063, 0.669], [0.396, -0.984, -0.831], [-0.138, -0.652, 0.384], [1.192, 0.853, 1.156], [0.776, -0.098, -0.141], [0.805, -0.270, 0.246], [0.095, -0.063, -0.149], [0.269, -0.342, -0.906], [0.372, -0.115, 0.156], [-1.217, -1.186, 1.761], [-0.407, 2.189, 0.564], [0.325, 0.678, 0.248], [-1.507, 0.549, 0.406], [0.677, -0.029, 0.241], [0.822, -0.113, 0.562], [-1.033, 0.025, -0.507], [-0.104, -0.106, 0.480], [-0.062, 0.017, -0.515], [-1.714, -0.720, -0.574], [-0.179, -0.372, 0.424], [0.114, 1.303, -0.086], [-0.056, 0.223, 0.578], [-1.175, 1.332, -1.519], [-0.154, 0.507, -0.750], [-0.069, -0.716, 1.012], [-0.305, 0.599, -1.643], [-0.023, -0.110, 0.016], [-0.619, -0.752, -0.076], [-0.243, -1.471, -1.165], [0.200, 1.776, -0.081], [0.217, -0.590, 1.059], [0.354, -0.722, -0.676], [-0.188, -0.003, -0.018], [1.259, -0.095, 1.694], [-0.207, 1.565, -2.821], [-0.033, 0.437, 0.009], [-0.457, -0.163, -0.438], [-0.323, 0.398, 1.531], [-1.097, -0.273, 0.171], [-0.848, 1.578, 0.523], [0.177, -0.248, -0.320], [0.097, 0.439, 2.070], [-0.906, 1.068, -0.891], [1.883, -0.842, -0.242], [-0.051, 0.056, -0.030], [0.107, 0.137, 0.271], [-0.021, -0.059, 0.133], [0.601, 0.296, 0.634], [-0.719, -0.242, 1.020], [-1.017, -0.876, 2.063], [-1.473, -1.851, -0.638], [-0.277, 0.303, 0.525], [-0.551, 0.895, 0.538], [-0.198, 0.062, -0.499], [-0.419, -0.139, 0.334], [-0.265, -0.109, -1.160], [0.439, 0.394, 0.185], [0.021, 0.010, 0.012], [-1.216, 0.527, -1.706], [0.323, -0.052, 0.252], [-0.135, -0.146, 0.588], [-0.760, 1.281, -1.394], [-0.421, -0.353, -0.704], [0.580, 1.047, 0.714], [-0.189, 0.168, -2.591], [0.086, -0.573, 0.239], [-1.135, -0.050, 0.822], [-0.698, -0.509, 0.425], [0.221, 0.830, 1.097], [-0.142, 0.457, -0.095], [-0.182, 0.318, -0.566], [0.450, 0.009, -0.142], [-0.126, -0.317, 0.955], [0.084, -0.065, -0.117], [-0.008, -0.004, 0.218], [-0.068, -0.496, 0.490], [1.779, -0.359, -0.120], [0.289, -0.246, 0.214], [0.013, -0.175, -1.097], [0.958, 0.415, 0.197], [0.344, 0.452, -0.362], [-0.086, -0.209, 0.665], [1.683, -0.047, -1.850], [0.361, 0.329, 0.062], [0.443, -0.514, 0.147], [-0.597, -0.170, -0.191], [-0.292, 1.564, 3.587], [0.315, 0.153, 0.507], [1.530, -0.631, -0.857], [-0.179, 0.599, -0.103], [-0.481, 0.290, -0.515], [-0.931, -0.920, -0.547], [1.105, -0.368, 0.540], [0.034, -0.491, -0.533], [1.532, -1.069, 0.197], [-0.034, 0.613, -0.245], [-0.044, 0.428, 1.593], [0.674, -0.479, 0.569], [1.063, 0.003, -1.593], [0.121, -0.742, 0.339], [1.670, -1.452, -2.212], [-1.232, 0.859, 0.184], [-0.167, 0.377, -0.042], [0.323, -0.627, -0.359], [-0.273, -0.210, 0.249], [-0.655, -0.792, -1.392], [0.632, -0.347, -0.668], [-0.406, 0.114, -0.971], [1.026, 1.360, -0.629], [-0.176, -0.756, 0.712], [0.280, 0.549, 0.081], [-0.069, -0.101, 0.347], [-1.719, 1.596, -0.199], [0.575, -0.104, -0.908], [0.057, 1.487, 1.898], [0.515, -0.206, 0.630], [0.438, 0.515, 0.968], [0.595, -2.168, -0.378], [-0.358, -0.123, -0.060], [-0.341, 0.425, 0.484], [1.814, -0.463, 0.436], [-0.229, 0.825, 0.260], [0.163, -0.670, 0.193], [-1.097, 0.387, 0.725], [-0.895, -0.706, -0.494], [0.516, -1.239, -0.209], [-1.248, 0.763, 0.616], [-1.240, -0.067, -0.406], [-1.705, -1.953, -0.168], [0.186, -0.416, -0.418], [-0.072, 0.303, -0.052], [0.789, -0.443, -0.177]], "charge": -1, "e_tot_ha": -4445.5763}

=====

Entry 2:
{"formula": "C10H9Cl2NOOs", "method": "ωB97M-V/def2-TZVPD", "symbols": ["C", "O", "H", "C", "C", "C", "C", "C", "C", "H", "N", "H", "H", "C", "Os", "C", "H", "H", "H", "Cl", "H", "Cl", "C", "H"], "xyz": [[0.307969, -2.330077, 2.449145], [-0.488043, -1.434163, -0.999659], [-1.897321, 0.407478, -1.960936], [0.470455, 2.476036, 1.742551], [0.456611, 0.120788, 2.197106], [-0.177344, -1.349773, 0.270376], [0.658566, 1.435437, 2.634930], [0.109713, -0.073469, 0.818261], [-0.407707, 0.177230, -4.672900], [-0.659343, 0.124811, -3.562858], [-0.039124, 0.969637, -0.028089], [0.645816, 0.346776, -4.853025], [-0.706707, -0.789363, -5.073425], [0.115166, 2.232076, 0.413669], [-0.316815, 0.233940, -1.899133], [-0.080698, -2.503334, 1.114064], [0.418060, -3.192055, 3.106874], [-1.023567, 0.963439, -5.124249], [0.949007, 1.606137, 3.674188], [1.016112, -0.859216, 4.640344], [-0.073542, 3.004154, -0.335427], [-0.422234, -4.015006, 0.418580], [0.556988, -1.058678, 2.982614], [0.587982, 3.507187, 2.047007]], "atomic_forces_ev_per_a": [[-0.086, -0.169, -0.017], [0.238, -2.759, 2.507], [0.338, 0.211, 0.158], [-0.069, 0.323, -0.285], [-0.435, 0.194, -1.888], [0.005, -1.045, -0.101], [0.022, -0.168, 0.126], [0.178, 0.799, 1.902], [0.158, 0.057, -0.768], [-0.676, -0.067, -1.332], [0.276, 0.572, 0.808], [0.111, 0.071, 0.145], [-0.007, -0.064, 0.257], [-0.086, -0.543, -0.130], [-0.383, 2.998, -2.632], [0.106, -0.039, 0.320], [-0.082, 0.131, -0.244], [0.138, -0.105, 0.507], [-0.127, 0.121, -0.381], [-0.369, -0.496, -1.207], [0.197, -0.045, 0.477], [0.158, 0.481, 0.424], [0.362, -0.427, 1.260], [0.033, -0.031, 0.094]], "charge": 2, "spin_multiplicity": 5, "de_lowest_kj_mol": 0.0, "s_squared": 6.0392}

=====

Entry 3:
{"formula": "C3H7NO3", "method": "ωB97M-V/def2-TZVPD", "symbols": ["H", "H", "C", "H", "H", "C", "O", "H", "C", "O", "O", "H", "N", "H"], "xyz": [[-2.383878, 0.345548, 0.726647], [-0.937305, 0.800162, -1.494826], [-0.974900, 0.941269, -0.419050], [-0.034343, 0.117310, 1.293586], [3.070665, 0.437912, 0.345830], [-0.153728, -0.204106, 0.219934], [1.449417, -0.051218, -1.440786], [0.175082, -2.026724, -0.479886], [1.340958, 0.005676, -0.248958], [2.176344, 0.331028, 0.705636], [-2.212604, 1.106087, 0.151000], [-0.665299, -2.052574, 0.974766], [-0.544437, -1.573307, 0.084790], [-0.305977, 1.822943, -0.418684]], "atomic_forces_ev_per_a": [[-0.539, 0.232, -0.247], [-0.655, -0.869, -0.589], [1.405, 0.455, -1.041], [-1.171, -0.763, -0.446], [0.226, 0.119, -0.105], [0.449, 0.639, 3.300], [1.238, -0.223, 0.334], [-0.934, -0.666, -0.659], [-1.320, 0.352, -2.167], [-0.426, -0.411, 0.000], [0.661, -0.245, 0.377], [-0.404, -0.170, -0.147], [2.143, 1.283, 0.506], [-0.673, 0.266, 0.882]], "charge": 1, "spin_multiplicity": 2, "de_lowest_kj_mol": 151.4, "s_squared": 0.7566}

=====

Entry 4:
{"formula": "C3H8O2", "method": "ωB97M-V/def2-TZVPD", "symbols": ["H", "C", "C", "H", "H", "C", "H", "H", "O", "H", "O", "H", "H"], "xyz": [[3.028965, 0.639225, 0.415348], [-1.199729, -0.755201, 0.674932], [-0.808182, 0.743865, -1.358125], [-1.436802, -0.184509, 1.579835], [0.746530, -0.249742, -0.270012], [-0.315785, -0.021404, -0.298937], [-0.676134, -1.686046, 0.932114], [-1.815495, 0.788710, -1.743655], [-2.483749, -1.087913, 0.102950], [3.494080, 1.221224, 1.718359], [3.827251, 0.979920, 0.845962], [-2.278874, -1.669702, -0.637183], [-0.082080, 1.281579, -1.961589]], "atomic_forces_ev_per_a": [[0.133, 0.077, -0.084], [0.824, 0.125, -1.062], [0.587, 0.649, 0.075], [-0.312, 0.088, 0.148], [0.126, -0.038, 0.105], [-0.773, -0.653, -0.225], [-0.051, 0.177, 0.491], [-0.141, -0.189, 0.391], [-0.249, -0.190, 0.492], [0.102, 0.025, -0.079], [-0.339, -0.104, 0.137], [0.067, 0.039, -0.254], [0.027, -0.005, -0.134]], "charge": -1, "spin_multiplicity": 2, "de_lowest_kj_mol": 104.3, "s_squared": 0.7530}